DFT (ωB97M-V with the def2-TZVPD basis set) results for a molecular structure, C41H34AsIrN6O2P at a distorted geometry.

Properties
Total charge ... +1
Molar mass ... 940.9 g/mol
HOMO level ... -10.32 eV
Calculated total energy ... -4743.040598 hartree
LUMO ... -4.50 eV
Gap between HOMO and LUMO ... 5.8 eV
ΔE to the lowest compared entry with this formula, charge and spin ... 0.174 eV

Geometry (Å):
Ir (0.302, -0.024, -0.270)
O (-2.266, 2.496, 3.761)
C (-2.970, 2.840, 2.674)
C (-4.065, 3.685, 2.871)
C (-4.838, 4.080, 1.805)
C (-4.549, 3.651, 0.504)
C (-3.476, 2.823, 0.296)
C (-2.669, 2.397, 1.370)
C (-1.544, 1.524, 1.093)
O (-1.369, 1.122, -0.139)
N (-0.750, 1.163, 2.121)
N (0.231, 0.336, 1.705)
C (1.165, -0.171, 2.408)
C (2.086, -1.050, 1.691)
C (3.175, -1.624, 2.312)
C (3.996, -2.482, 1.593)
C (3.696, -2.764, 0.275)
C (2.593, -2.154, -0.300)
N (1.808, -1.314, 0.381)
H (-1.519, 1.934, 3.486)
H (-4.275, 4.014, 3.879)
H (-5.681, 4.739, 1.978)
H (-5.160, 3.970, -0.327)
H (-3.230, 2.490, -0.703)
H (1.266, 0.022, 3.470)
H (3.377, -1.399, 3.351)
H (4.861, -2.928, 2.068)
H (4.300, -3.439, -0.315)
H (2.316, -2.345, -1.327)
C (-0.665, 0.872, -3.597)
C (0.177, 2.112, -3.874)
As (-0.632, 3.378, -5.173)
C (-2.375, 3.452, -4.290)
C (-3.444, 2.593, -4.533)
C (-4.636, 2.742, -3.836)
C (-4.769, 3.749, -2.888)
C (-3.704, 4.602, -2.633)
C (-2.512, 4.459, -3.335)
C (-0.988, 2.091, -6.603)
C (-0.135, 1.017, -6.846)
C (-0.339, 0.176, -7.933)
C (-1.399, 0.403, -8.800)
C (-2.242, 1.485, -8.581)
C (-2.032, 2.326, -7.496)
P (0.182, -0.346, -2.560)
C (-0.849, -1.828, -2.529)
C (-1.160, -2.265, -1.240)
C (-1.978, -3.359, -1.013)
C (-2.500, -4.033, -2.108)
C (-2.216, -3.605, -3.400)
C (-1.400, -2.503, -3.613)
C (1.735, -0.682, -3.422)
C (2.909, -0.133, -2.907)
C (4.113, -0.310, -3.574)
C (4.152, -1.039, -4.754)
C (2.984, -1.584, -5.275)
C (1.778, -1.401, -4.616)
H (-0.884, 0.343, -4.531)
H (-1.624, 1.111, -3.135)
H (1.159, 1.840, -4.267)
H (0.350, 2.702, -2.974)
H (-3.355, 1.805, -5.272)
H (-5.467, 2.077, -4.040)
H (-5.706, 3.873, -2.363)
H (-3.800, 5.393, -1.898)
H (-1.691, 5.143, -3.146)
H (0.717, 0.835, -6.198)
H (0.341, -0.649, -8.112)
H (-1.560, -0.249, -9.649)
H (-3.060, 1.682, -9.262)
H (-2.691, 3.174, -7.347)
H (-0.779, -1.753, -0.327)
H (-2.210, -3.675, -0.005)
H (-3.143, -4.890, -1.951)
H (-2.643, -4.126, -4.246)
H (-1.228, -2.159, -4.626)
H (2.878, 0.451, -1.995)
H (5.018, 0.132, -3.176)
H (5.091, -1.178, -5.274)
H (3.011, -2.147, -6.199)
H (0.876, -1.819, -5.046)
N (0.161, 5.494, -1.971)
C (0.609, 4.817, -1.151)
N (1.132, 4.057, -0.180)
C (1.202, 2.817, -0.345)
N (1.284, 1.651, -0.469)


DFT (ωB97M-V with the def2-TZVPD basis set) results for 7 unconnected molecules or ions with the total composition C27H51NO21S at a distorted geometry.

Properties
SMILES ... CCSC[C@H]1OC(=O)O[C@H]1N=C(C)C.COC(=O)OC.COC(=O)OC.COC(=O)OC.COC(=O)OC.COC(=O)OC.COC(=O)OC
Molar mass ... 757.8 g/mol
HOMO level ... -9.04 eV
Calculated total energy ... -3092.394312 hartree
LUMO ... 0.24 eV
Gap between HOMO and LUMO ... 9.3 eV

Geometry (Å):
C (4.890, 1.634, -0.192)
C (4.427, 2.711, -1.174)
S (2.803, 3.413, -0.831)
C (1.619, 2.125, -1.345)
C (0.514, 1.933, -0.323)
O (-0.715, 2.572, -0.675)
C (-1.637, 1.949, 0.123)
O (-2.538, 2.527, 0.767)
O (-1.374, 0.627, 0.116)
C (0.074, 0.513, 0.209)
N (0.476, -0.596, -0.562)
C (1.639, -1.094, -0.382)
C (2.515, -0.857, 0.814)
C (2.168, -2.054, -1.409)
H (5.920, 1.835, 0.103)
H (4.296, 1.643, 0.716)
H (4.880, 0.654, -0.651)
H (5.089, 3.571, -1.102)
H (4.467, 2.349, -2.198)
H (1.158, 2.507, -2.255)
H (2.123, 1.195, -1.595)
H (0.864, 2.442, 0.580)
H (0.270, 0.480, 1.281)
H (2.354, -1.639, 1.554)
H (3.556, -0.904, 0.516)
H (2.365, 0.109, 1.288)
H (1.952, -3.080, -1.109)
H (1.695, -1.867, -2.367)
H (3.247, -1.969, -1.475)
C (-5.584, 2.129, 1.246)
O (-6.811, 2.738, 0.819)
C (-6.919, 2.886, -0.492)
O (-6.101, 2.557, -1.313)
O (-8.092, 3.454, -0.757)
C (-8.345, 3.659, -2.148)
H (-5.629, 2.076, 2.330)
H (-5.491, 1.123, 0.841)
H (-4.725, 2.726, 0.969)
H (-8.356, 2.711, -2.681)
H (-7.595, 4.318, -2.582)
H (-9.324, 4.124, -2.206)
C (3.709, 2.019, -5.441)
O (4.840, 1.271, -4.978)
C (5.632, 0.895, -5.984)
O (5.435, 1.135, -7.141)
O (6.680, 0.217, -5.510)
C (7.576, -0.236, -6.528)
H (3.119, 2.278, -4.566)
H (4.037, 2.929, -5.938)
H (3.110, 1.421, -6.124)
H (7.990, 0.607, -7.077)
H (7.068, -0.913, -7.212)
H (8.371, -0.764, -6.011)
C (-3.330, -0.971, 3.138)
O (-4.507, -0.675, 3.898)
C (-4.343, -0.861, 5.203)
O (-3.330, -1.255, 5.724)
O (-5.466, -0.529, 5.827)
C (-5.418, -0.680, 7.248)
H (-3.560, -0.752, 2.100)
H (-2.509, -0.334, 3.457)
H (-3.044, -2.016, 3.239)
H (-4.649, -0.041, 7.677)
H (-5.231, -1.717, 7.517)
H (-6.394, -0.375, 7.612)
C (-6.342, -0.415, -1.619)
O (-6.830, -1.196, -2.720)
C (-8.114, -1.511, -2.636)
O (-8.866, -1.202, -1.751)
O (-8.439, -2.233, -3.710)
C (-9.808, -2.639, -3.745)
H (-5.294, -0.221, -1.819)
H (-6.868, 0.527, -1.546)
H (-6.438, -0.977, -0.689)
H (-10.466, -1.774, -3.762)
H (-10.046, -3.265, -2.887)
H (-9.925, -3.210, -4.661)
C (-0.892, 0.259, 6.146)
O (0.474, 0.702, 6.280)
C (1.309, 0.073, 5.469)
O (1.011, -0.765, 4.656)
O (2.554, 0.491, 5.712)
C (3.530, -0.193, 4.924)
H (-1.479, 0.848, 6.843)
H (-1.239, 0.432, 5.134)
H (-0.974, -0.792, 6.394)
H (3.361, -0.018, 3.862)
H (3.495, -1.261, 5.130)
H (4.502, 0.195, 5.209)
C (7.597, -1.534, -2.056)
O (6.798, -2.453, -1.306)
C (7.492, -3.318, -0.567)
O (8.687, -3.377, -0.492)
O (6.626, -4.095, 0.076)
C (7.233, -5.081, 0.919)
H (6.902, -0.903, -2.604)
H (8.203, -0.921, -1.393)
H (8.235, -2.064, -2.760)
H (7.832, -4.606, 1.693)
H (7.854, -5.755, 0.334)
H (6.414, -5.631, 1.371)


DFT (ωB97M-V with the def2-TZVPD basis set) results for a molecular structure, C26H28FN7O5SSc at a distorted geometry.

Properties
Total charge ... +1
Molar mass ... 614.6 g/mol
HOMO level ... -9.17 eV
Calculated total energy ... -3025.589967 hartree
LUMO ... -3.60 eV
Gap between HOMO and LUMO ... 5.6 eV
ΔE to the lowest compared entry with this formula, charge and spin ... 0.000 eV

Geometry (Å):
Sc (1.745, 2.440, 0.906)
N (-1.411, 2.823, 7.630)
C (-0.970, 3.345, 6.401)
C (-0.313, 4.581, 6.359)
C (0.043, 5.157, 5.137)
C (-0.296, 4.508, 3.951)
C (-1.022, 3.316, 3.972)
C (-1.373, 2.750, 5.200)
S (0.147, 5.237, 2.346)
O (-1.108, 5.064, 1.606)
O (0.425, 6.637, 2.672)
N (1.351, 4.387, 1.747)
C (2.526, 4.123, 2.453)
N (3.379, 3.050, 2.114)
C (4.502, 2.896, 2.833)
C (4.858, 3.726, 3.864)
C (3.982, 4.750, 4.129)
N (2.839, 4.964, 3.453)
H (-0.813, 3.099, 8.401)
H (-1.553, 1.819, 7.590)
H (-0.062, 5.105, 7.275)
H (0.582, 6.099, 5.101)
H (-1.317, 2.847, 3.039)
H (-1.960, 1.837, 5.206)
H (5.123, 2.059, 2.539)
H (5.767, 3.588, 4.428)
H (4.175, 5.464, 4.922)
C (-2.898, -0.285, -4.754)
C (-3.261, -0.561, -3.301)
N (-2.133, -0.259, -2.408)
C (-2.050, 0.993, -1.809)
C (-1.032, 1.464, -1.079)
C (-1.040, 2.843, -0.438)
O (-2.045, 3.565, -0.712)
O (-0.049, 3.100, 0.299)
C (0.133, 0.595, -0.900)
O (1.115, 0.929, -0.250)
C (0.092, -0.741, -1.540)
C (1.197, -1.577, -1.391)
C (1.175, -2.849, -1.943)
F (2.274, -3.601, -1.769)
C (0.062, -3.348, -2.655)
C (-1.035, -2.463, -2.780)
C (-1.046, -1.149, -2.261)
N (-0.021, -4.665, -3.146)
C (1.107, -5.594, -2.873)
C (0.763, -7.030, -3.329)
N (-0.734, -7.194, -3.334)
C (-1.405, -6.311, -4.360)
C (-0.721, -4.922, -4.422)
H (-3.760, -0.477, -5.402)
H (-2.074, -0.920, -5.094)
H (-2.595, 0.758, -4.893)
H (-3.615, -1.589, -3.175)
H (-4.125, 0.063, -3.037)
H (-2.920, 1.630, -1.967)
H (2.072, -1.243, -0.839)
H (-1.937, -2.819, -3.257)
H (1.288, -5.638, -1.792)
H (2.024, -5.270, -3.380)
H (1.178, -7.780, -2.650)
H (1.109, -7.232, -4.348)
H (-1.056, -6.848, -2.417)
H (-1.023, -8.174, -3.421)
H (-2.448, -6.224, -4.040)
H (-1.361, -6.826, -5.324)
H (-1.477, -4.181, -4.695)
H (0.016, -4.915, -5.235)
H (3.008, 1.074, 0.846)


DFT (ωB97M-V with the def2-TZVPD basis set) results for 2 unconnected molecules or ions with the total composition C4H9NO2.

Properties
SMILES ... C[C@H]1CO1.[H]/N=C/O
Molar mass ... 103.1 g/mol
HOMO level ... -10.09 eV
Calculated total energy ... -362.996677 hartree
LUMO ... 1.09 eV
Gap between HOMO and LUMO ... 11.2 eV
ΔE to the lowest compared entry with this formula, charge and spin ... 2.418 eV

Geometry (Å):
C (0.431, -1.695, 0.332)
C (0.404, -0.759, 1.510)
C (1.292, 0.396, 1.597)
O (-0.078, 0.554, 1.229)
N (-1.040, 0.160, -1.875)
C (-1.242, 1.411, -1.937)
O (-0.958, 2.222, -0.925)
H (-0.594, -1.998, 0.117)
H (1.023, -2.591, 0.525)
H (0.819, -1.199, -0.562)
H (0.005, -1.143, 2.451)
H (1.583, 0.811, 2.557)
H (1.988, 0.551, 0.779)
H (-0.630, 1.591, -0.243)
H (-1.346, -0.242, -2.752)
H (-1.657, 1.930, -2.803)